14
Properties=species:S:1:pos:R:3 method="wB97M-V/def2-TZVPD" total_energy_ha=-853.2398 homo_ev=-2.78 charge=-1
F 2.593 1.050 1.637
B 2.140 0.502 0.527
Cl 3.026 -0.901 -0.073
C 0.930 1.097 -0.243
C -0.274 0.770 0.637
C -1.216 -0.405 0.177
O -0.047 -0.345 1.353
H 0.975 2.184 -0.327
H 0.783 0.717 -1.246
H -0.774 1.619 1.087
H -1.335 -1.492 0.198
H -0.760 -0.438 -0.835
O -2.556 -2.048 -1.434
H -3.484 -2.310 -1.460